[1]
The following is a quantum chemistry calculation of a molecular structure, C28H37BeN4O3 at a distorted geometry, from the OMol25 dataset.

Last column: Mulliken charge in e.
Geometry (Å):
1 Be 0.610 -1.492 1.311  1.212
2 C -0.283 2.171 -1.598  -0.452
3 C -0.856 1.746 -0.246  -0.427
4 O -0.114 0.724 0.384  -0.484
5 H -0.794 3.117 -1.777  0.407
6 H -0.498 1.485 -2.418  -0.328
7 H 0.794 2.206 -1.433  0.196
8 H -1.898 1.437 -0.330  0.375
9 H -0.775 2.669 0.328  0.105
10 N -0.635 -2.720 -0.750  0.396
11 C -0.638 -4.011 -1.071  -0.529
12 C -1.736 -4.636 -1.763  -0.517
13 C -2.851 -3.822 -2.041  -0.427
14 C -2.792 -2.444 -1.743  -0.686
15 C -1.670 -1.914 -1.163  -0.157
16 H 0.183 -4.704 -0.957  0.383
17 H -1.752 -5.665 -2.090  0.443
18 H -3.654 -4.212 -2.648  0.393
19 H -3.574 -1.760 -2.037  0.449
20 H -1.580 -0.840 -1.096  0.307
21 N -1.827 -2.239 2.338  -0.082
22 C -2.793 -1.262 2.313  -0.030
23 C -3.955 -1.349 3.125  -0.728
24 C -4.135 -2.436 3.967  -0.185
25 C -3.253 -3.470 3.808  -0.545
26 C -2.119 -3.362 3.027  -0.231
27 H -2.609 -0.410 1.675  0.335
28 H -4.651 -0.524 3.102  0.398
29 H -4.966 -2.681 4.611  0.386
30 H -3.345 -4.213 4.586  0.342
31 H -1.465 -4.212 2.899  0.399
32 N 1.882 -1.449 -1.045  0.473
33 C 1.821 -0.739 -2.182  -0.012
34 C 2.688 -0.798 -3.273  -0.905
35 C 3.803 -1.660 -3.161  -0.202
36 C 3.977 -2.423 -2.003  -0.876
37 C 2.994 -2.234 -0.954  -0.285
38 H 0.942 -0.121 -2.284  0.198
39 H 2.636 -0.326 -4.243  0.458
40 H 4.556 -1.728 -3.933  0.396
41 H 4.851 -3.056 -1.945  0.441
42 H 3.114 -2.792 -0.037  0.395
43 N 2.937 -0.489 1.718  0.101
44 C 3.226 0.779 1.183  -0.075
45 C 4.528 1.280 1.135  -0.783
46 C 5.633 0.513 1.607  -0.196
47 C 5.317 -0.732 2.172  -0.596
48 C 4.004 -1.155 2.292  -0.373
49 H 2.348 1.376 0.986  0.322
50 H 4.687 2.266 0.724  0.428
51 H 6.644 0.892 1.596  0.450
52 H 6.144 -1.272 2.610  0.439
53 H 3.687 -1.987 2.903  0.396
54 C -3.140 0.991 -3.944  -0.777
55 C -3.082 2.541 -3.988  0.827
56 O -4.004 3.297 -3.647  -0.580
57 C -1.743 3.000 -4.566  -1.000
58 H -3.004 0.508 -4.912  0.419
59 H -4.112 0.658 -3.582  0.325
60 H -2.305 0.626 -3.346  -0.045
61 H -1.905 3.500 -5.521  0.369
62 H -1.164 2.098 -4.768  0.259
63 H -1.131 3.695 -3.992  0.268
64 C -0.742 5.144 3.934  -0.942
65 C 0.686 4.598 3.980  0.391
66 O 1.399 4.902 4.953  -0.561
67 C 1.101 3.493 3.031  -0.240
68 H -1.331 5.092 3.018  0.324
69 H -0.610 6.195 4.188  0.326
70 H -1.200 4.579 4.745  0.242
71 H 2.038 3.753 2.539  0.283
72 H 0.362 3.506 2.229  -0.110
73 H 1.101 2.496 3.472  0.309

Computed properties:
**Total charge**: +1
**LUMO level**: -5.2688 eV
**Energy relative to the best compared isomer or geometry (same formula, charge and spin)**: 0.00 kJ/mol
**DFT total energy**: -42128.2494 eV

[2]
The following is a quantum chemistry calculation of a molecular structure, C28H37BrClInN6OS2 at a distorted geometry, from the OMol25 dataset.

Last column: Mulliken charge in e.
Geometry (Å):
1 In -0.950 -0.635 -0.481  1.872
2 C -2.975 -1.534 2.244  -0.727
3 C -3.878 -0.813 1.225  -0.971
4 N -3.405 -0.956 -0.150  0.014
5 C -3.837 -2.162 -0.846  -0.792
6 C -3.119 -3.450 -0.449  -0.791
7 S -1.294 -3.380 -0.410  0.004
8 C -0.927 -3.684 1.351  -0.771
9 C -0.676 -2.435 2.208  -0.699
10 N -1.581 -1.349 1.882  0.050
11 H -3.193 -1.128 3.239  0.424
12 H -3.209 -2.597 2.265  0.376
13 H -4.901 -1.194 1.331  0.518
14 H -3.895 0.252 1.465  0.269
15 H -3.746 -0.164 -0.686  0.306
16 H -4.910 -2.340 -0.690  0.505
17 H -3.671 -1.994 -1.911  0.202
18 H -3.453 -3.830 0.513  0.413
19 H -3.353 -4.199 -1.206  0.651
20 H -1.750 -4.278 1.746  0.453
21 H -0.032 -4.306 1.358  0.517
22 H -0.755 -2.735 3.263  0.576
23 H 0.344 -2.071 2.034  0.249
24 H -1.223 -0.487 2.287  -0.097
25 C 4.437 -0.572 -2.603  -0.983
26 C 4.279 -1.221 -1.230  -0.991
27 N 3.814 -0.271 -0.237  0.237
28 C 4.851 0.402 0.535  -0.617
29 C 5.161 -0.342 1.829  -1.100
30 C 2.538 0.023 -0.041  0.581
31 S 1.444 -0.782 -1.209  -0.519
32 N 2.236 0.876 0.902  -0.264
33 C 1.056 1.194 1.399  -0.670
34 O -0.063 0.695 1.072  -0.007
35 C 1.058 2.124 2.537  0.959
36 C 2.215 2.771 2.971  -0.402
37 C 2.190 3.505 4.143  -0.780
38 C 1.023 3.608 4.887  -0.470
39 C -0.144 3.014 4.431  -1.238
40 C -0.125 2.280 3.265  -0.113
41 H 4.844 -1.290 -3.309  0.400
42 H 5.116 0.275 -2.547  0.348
43 H 3.477 -0.222 -2.977  0.253
44 H 5.242 -1.608 -0.895  0.459
45 H 3.578 -2.060 -1.291  0.473
46 H 4.516 1.416 0.756  0.283
47 H 5.743 0.455 -0.091  0.454
48 H 4.293 -0.345 2.482  0.256
49 H 5.980 0.149 2.348  0.390
50 H 5.455 -1.370 1.631  0.355
51 H 3.121 2.681 2.393  0.479
52 H 3.085 3.992 4.495  0.449
53 H 1.022 4.139 5.825  0.436
54 H -1.060 3.114 4.990  0.453
55 H -1.029 1.800 2.918  0.468
56 Br 0.776 -3.233 -5.602  -0.123
57 C -0.459 -1.983 -4.892  -0.755
58 C -1.234 -1.176 -5.719  -0.143
59 C -2.123 -0.298 -5.120  -1.077
60 C -2.188 -0.245 -3.736  -0.313
61 N -1.434 -1.011 -2.950  0.337
62 C -0.594 -1.866 -3.514  -0.003
63 H -1.144 -1.241 -6.792  0.498
64 H -2.754 0.340 -5.718  0.482
65 H -2.866 0.437 -3.241  0.498
66 H -0.001 -2.484 -2.852  0.537
67 Cl -2.338 4.546 1.465  -0.145
68 C -1.833 3.726 0.045  0.119
69 C -1.223 4.413 -1.000  -0.360
70 C -0.758 3.681 -2.081  -0.936
71 C -0.910 2.303 -2.078  -0.205
72 N -1.523 1.654 -1.092  0.156
73 C -1.984 2.348 -0.060  -0.363
74 H -1.105 5.485 -0.947  0.485
75 H -0.272 4.167 -2.910  0.453
76 H -0.528 1.691 -2.886  0.533
77 H -2.466 1.782 0.724  0.194

Computed properties:
**Total charge**: +2
**LUMO level**: -5.3460 eV
**Energy relative to the best compared isomer or geometry (same formula, charge and spin)**: 17.97 kJ/mol
**DFT total energy**: -150023.2281 eV

[3]
The following is a quantum chemistry calculation of 4 unconnected molecules or ions with the total composition C28H37BrINO6 at a distorted geometry, from the OMol25 dataset.

Last column: Mulliken charge in e.
Geometry (Å):
1 O 1.133 3.500 2.766  -0.369
2 C 1.775 4.413 2.408  0.540
3 Br 2.790 5.461 3.693  -0.162
4 C 1.889 4.885 0.977  -1.479
5 C 0.789 4.247 0.195  1.165
6 C 0.967 3.327 -0.752  0.517
7 C 2.276 2.734 -1.193  -1.795
8 C 2.671 1.589 -0.203  -0.369
9 C 2.454 0.189 -0.776  -1.078
10 I 2.281 -1.252 0.800  0.020
11 C -0.283 2.818 -1.386  -0.009
12 O -0.360 2.584 -2.561  -0.558
13 C -1.427 2.626 -0.456  0.991
14 C -2.244 1.421 -0.603  0.636
15 C -3.561 1.345 -0.149  -0.530
16 C -4.238 0.143 -0.279  -0.791
17 C -3.570 -0.935 -0.848  -0.273
18 N -2.318 -0.882 -1.298  -0.175
19 C -1.697 0.280 -1.170  -0.587
20 C -1.589 3.553 0.488  -0.806
21 C -0.597 4.653 0.532  0.135
22 O -0.876 5.788 0.815  -0.571
23 H 2.865 4.625 0.588  0.440
24 H 1.749 5.963 1.002  0.471
25 H 2.085 2.277 -2.159  0.596
26 H 3.047 3.489 -1.269  0.537
27 H 3.731 1.697 0.020  0.341
28 H 2.130 1.688 0.733  0.348
29 H 1.561 0.126 -1.386  0.326
30 H 3.297 -0.116 -1.380  0.511
31 H -4.040 2.210 0.281  0.437
32 H -5.251 0.053 0.073  0.420
33 H -4.087 -1.880 -0.941  0.395
34 H -0.677 0.323 -1.526  0.226
35 H -2.362 3.508 1.235  0.471
36 C -0.226 -5.585 -0.556  -0.573
37 C 0.041 -5.701 -2.052  -0.528
38 C 0.526 -4.288 -2.386  0.267
39 O 1.185 -3.801 -1.212  -0.328
40 C 0.901 -4.669 -0.111  -0.511
41 H -0.221 -6.541 -0.033  0.348
42 H -1.193 -5.107 -0.385  0.246
43 H 0.837 -6.427 -2.237  0.298
44 H -0.832 -5.998 -2.629  0.304
45 H -0.317 -3.625 -2.615  -0.360
46 H 1.224 -4.264 -3.224  0.227
47 H 1.806 -5.242 0.122  0.263
48 H 0.640 -4.065 0.759  0.270
49 C 2.128 2.041 5.578  -0.094
50 C 1.684 2.949 6.720  -0.525
51 C 0.924 1.974 7.609  -0.424
52 O 1.544 0.698 7.433  -0.405
53 C 2.433 0.744 6.314  -0.460
54 H 2.983 2.422 5.022  0.280
55 H 1.306 1.893 4.878  0.005
56 H 2.556 3.341 7.249  0.261
57 H 1.075 3.793 6.399  0.319
58 H -0.125 1.895 7.303  0.258
59 H 0.956 2.245 8.665  0.281
60 H 3.463 0.732 6.689  0.263
61 H 2.280 -0.142 5.697  0.257
62 C -2.118 -2.428 -6.043  -0.651
63 C -2.467 -1.776 -4.708  -0.343
64 C -2.709 -2.991 -3.825  -0.037
65 O -1.858 -4.023 -4.320  -0.359
66 C -1.325 -3.644 -5.591  -0.445
67 H -1.554 -1.782 -6.715  0.344
68 H -3.029 -2.742 -6.557  0.277
69 H -1.615 -1.204 -4.333  0.044
70 H -3.327 -1.110 -4.755  0.426
71 H -3.748 -3.335 -3.898  0.302
72 H -2.474 -2.803 -2.781  -0.010
73 H -0.263 -3.399 -5.464  0.226
74 H -1.404 -4.486 -6.280  0.315

Computed properties:
**SMILES**: O=C(Br)CC1=C(CCCI)C(=O)C(c2cccnc2)=CC1=O.C1CCOC1.C1CCOC1.C1CCOC1
**Total charge**: 0
**LUMO level**: -1.2329 eV
**DFT total energy**: -121552.1546 eV

We obtain gap between HOMO and LUMO values of 5.151, 8.312, 7.770 eV for the records listed above, in that order.
We obtain HOMO energy values of -10.4, -13.7, -9.0 eV for the records listed above, in that order.